<one>
Entry from the OMol25 dataset: C3H3Br2NO as an isolated structure (ωB97M-V with the def2-TZVPD basis set).

The geometry in XYZ format:
```
10
C3H3Br2NO (ωB97M-V with the def2-TZVPD basis set)
C 0.10 1.03 0.57
C -0.46 0.23 -0.72
C -0.71 -0.96 0.29
N -0.34 -0.05 1.20
O 0.60 2.07 0.79
Br 0.64 -2.40 0.22
Br 2.93 0.61 -0.36
H -1.28 0.80 -0.75
H 0.18 0.07 -1.52
H -1.67 -1.40 0.29
```

## Properties
HOMO level (alpha / beta) in eV: -10.012 / -10.067
Net charge: 0
Orbital gap (alpha / beta) in hartree: 0.2378 / 0.2893

---

<two>
Entry from the OMol25 dataset: C3H3Br2NO in the gas phase (ωB97M-V with the def2-TZVPD basis set).

The geometry in XYZ format:
```
10
C3H3Br2NO (ωB97M-V with the def2-TZVPD basis set)
O -0.37 1.94 -1.27
C -0.14 0.92 -0.79
C 0.91 0.01 -0.31
Br 1.89 1.12 1.04
C -0.09 -0.96 0.30
N -1.14 -0.13 -0.14
Br -2.59 0.25 0.96
H 1.60 -0.27 -0.94
H -0.13 -1.97 -0.27
H 0.05 -0.90 1.41
```

## Properties
HOMO level in eV: -9.254
Net charge: 0
SMILES: O=C1[C@@H](Br)CN1Br
Orbital gap in hartree: 0.3223

---

Most stable structure, least stable structure: <two>, <one>.

---

<one>
Entry from the OMol25 dataset: C3H4N3 as an isolated structure (ωB97M-V with the def2-TZVPD basis set).

The geometry in XYZ format:
```
10
C3H4N3 (ωB97M-V with the def2-TZVPD basis set)
C -0.63 0.98 0.13
C 0.29 0.03 -0.05
C 1.74 -0.23 -0.03
N -2.04 0.65 0.11
N -0.57 -0.91 -0.21
N -1.87 -0.63 -0.17
H -3.27 0.94 0.25
H 2.21 0.57 -0.46
H 2.04 -1.18 -0.58
H 2.11 -0.22 1.01
```

## Properties
HOMO level (alpha / beta) in eV: -16.349 / -16.379
Net charge: +1
Orbital gap (alpha / beta) in hartree: 0.2848 / 0.2807

---

<two>
Entry from the OMol25 dataset: C3H4N3 as an isolated structure (ωB97M-V with the def2-TZVPD basis set).

The geometry in XYZ format:
```
10
C3H4N3 (ωB97M-V with the def2-TZVPD basis set)
C 2.77 -0.65 0.27
C 1.04 -0.18 -0.53
C -0.15 0.06 0.38
N 3.03 0.67 0.29
N 1.95 1.00 -0.25
N 1.86 -1.34 -0.14
H 0.68 -0.07 -1.66
H 0.09 0.40 1.32
H -0.76 -0.74 0.31
H -0.58 0.93 0.10
```

## Properties
HOMO level in eV: -17.251
Net charge: +1
Orbital gap in hartree: 0.3158

---

<three>
Entry from the OMol25 dataset: a 2-piece molecular cluster, C3H4N3 overall (ωB97M-V with the def2-TZVPD basis set).

The geometry in XYZ format:
```
10
C3H4N3 (ωB97M-V with the def2-TZVPD basis set)
C -1.83 -0.77 -0.31
C 0.42 0.51 1.63
C 0.44 -0.14 -0.44
N -0.82 -0.12 -0.52
N -2.90 -1.16 -0.44
N -0.50 0.55 2.29
H 1.49 0.58 1.28
H 1.01 0.67 -0.99
H 1.10 -0.91 0.04
H -3.63 -1.83 -0.84
```

## Properties
HOMO level in eV: -16.345
Net charge: +1
Orbital gap in hartree: 0.3497

---

<four>
Entry from the OMol25 dataset: an isolated ion of composition C3H4N3 and charge +1 (ωB97M-V with the def2-TZVPD basis set).

The geometry in XYZ format:
```
10
C3H4N3 (ωB97M-V with the def2-TZVPD basis set)
C -2.07 -0.60 -0.13
C -1.08 0.23 -0.10
N -0.23 1.05 -0.01
N 0.91 1.49 -0.16
C 2.14 0.27 0.17
N 2.16 -0.84 -0.14
H -2.55 -0.73 0.79
H -2.47 -1.22 -0.92
H 1.22 2.14 0.58
H 1.97 -1.80 -0.08
```

## Properties
HOMO level in eV: -14.498
Net charge: +1
SMILES: C=C=NNC#[NH+]
Orbital gap in hartree: 0.2901

---

Most stable structure, least stable structure: <three>, <one>.

---

<one>
Entry from the OMol25 dataset: an isolated ion of composition C3H4N3 and charge +1 (ωB97M-V with the def2-TZVPD basis set).

The geometry in XYZ format:
```
10
C3H4N3 (ωB97M-V with the def2-TZVPD basis set)
C -0.31 -0.01 -0.28
C 0.85 0.28 0.55
N 1.51 1.36 0.48
C 2.50 1.95 0.10
N 3.48 2.85 -0.17
N 3.61 1.71 -0.66
H -0.43 -1.08 -0.41
H -0.28 0.50 -1.25
H -1.21 0.33 0.24
H 1.05 -0.36 1.41
```

## Properties
HOMO level in eV: -16.356
Net charge: +1
SMILES: CC=[N+]=c1nn1
Orbital gap in hartree: 0.3868

---

<two>
Entry from the OMol25 dataset: C3H4N3 as an isolated structure (ωB97M-V with the def2-TZVPD basis set).

The geometry in XYZ format:
```
10
C3H4N3 (ωB97M-V with the def2-TZVPD basis set)
C 0.58 -0.70 0.42
C 1.88 -0.74 0.26
C -1.65 0.29 -0.01
N 1.85 0.43 -0.40
N 0.63 1.01 -0.62
N -0.21 0.20 -0.03
H 2.67 -1.44 0.56
H -2.20 -0.51 0.57
H -1.86 0.07 -1.05
H -1.69 1.39 0.31
```

## Properties
HOMO level in eV: -16.944
Net charge: +1
Orbital gap in hartree: 0.3082

---

Most stable structure, least stable structure: <one>, <two>.

---

<one>
Entry from the OMol25 dataset: C20H50NNiO6 as an isolated structure (ωB97M-V with the def2-TZVPD basis set).

The geometry in XYZ format:
```
78
C20H50NNiO6 (ωB97M-V with the def2-TZVPD basis set)
Ni -1.72 -0.52 0.13
C 3.31 3.29 -1.38
C 3.43 2.06 -2.32
C 4.84 2.12 -2.97
C 6.04 1.61 -2.15
C 5.74 0.19 -1.74
C 4.39 0.04 -0.96
N 3.25 0.75 -1.57
O 1.95 0.57 -0.94
C 4.77 0.49 0.50
C 4.12 -1.53 -0.89
C 2.46 2.18 -3.58
H 3.27 4.25 -1.90
H 4.04 3.29 -0.57
H 2.41 3.25 -0.76
H 5.14 3.14 -3.21
H 4.86 1.52 -3.88
H 6.18 2.25 -1.27
H 6.96 1.52 -2.73
H 6.63 -0.18 -1.24
H 5.70 -0.39 -2.66
H 5.70 0.07 0.87
H 3.97 0.29 1.21
H 4.81 1.57 0.58
H 4.84 -2.15 -0.36
H 4.15 -1.97 -1.89
H 3.14 -1.70 -0.44
H 2.56 3.13 -4.09
H 1.42 2.08 -3.26
H 2.51 1.38 -4.32
C -3.27 4.84 -1.05
C -3.83 3.64 -0.31
C -5.34 3.54 -0.49
O -3.27 2.46 -0.90
H -2.19 4.73 -1.05
H -3.50 5.81 -0.60
H -3.49 4.85 -2.12
H -3.64 3.59 0.77
H -5.81 4.38 0.02
H -5.71 2.68 0.06
H -5.65 3.62 -1.53
H -3.47 2.64 -1.82
C -0.56 -5.51 -0.61
C -1.48 -4.95 0.52
C -1.69 -6.03 1.61
O -0.97 -3.73 1.07
H -0.25 -4.69 -1.25
H -0.96 -6.37 -1.16
H 0.43 -5.84 -0.28
H -2.48 -4.80 0.11
H -2.34 -5.61 2.38
H -0.75 -6.35 2.06
H -2.19 -6.90 1.20
H -0.39 -4.00 1.78
C 0.17 2.02 4.53
C -0.36 0.62 4.31
C -0.95 0.11 5.60
O -1.44 0.79 3.36
H 0.65 2.45 3.65
H 0.95 2.01 5.30
H -0.63 2.72 4.80
H 0.34 -0.11 3.93
H -1.31 -0.90 5.41
H -1.79 0.73 5.92
H -0.20 -0.01 6.37
H -2.06 1.35 3.84
C -3.48 -2.70 -3.42
O -2.60 -1.83 -2.74
H -3.00 -3.62 -3.77
H -4.39 -2.88 -2.85
H -3.94 -2.30 -4.31
H -1.95 -1.63 -3.42
C -5.28 -2.01 2.45
O -4.84 -1.44 1.26
H -5.74 -1.26 3.10
H -6.07 -2.75 2.34
H -4.55 -2.53 3.07
H -5.59 -1.44 0.65
```

## Properties
HOMO level (alpha / beta) in eV: -11.065 / -12.016
Net charge: +1
Spin multiplicity: 3
Orbital gap (alpha / beta) in hartree: 0.2452 / 0.2820

---

<two>
Entry from the OMol25 dataset: C20H50NNiO6 as an isolated structure (ωB97M-V with the def2-TZVPD basis set).

The geometry in XYZ format:
```
78
C20H50NNiO6 (ωB97M-V with the def2-TZVPD basis set)
Ni 14.00 -3.49 28.78
C 12.31 -5.30 24.69
C 13.41 -6.04 25.49
C 14.06 -7.11 24.60
C 15.04 -6.55 23.59
C 16.11 -5.75 24.33
C 15.52 -4.62 25.21
N 14.45 -5.17 26.02
O 13.97 -4.27 26.94
C 15.10 -3.47 24.28
C 16.67 -4.19 26.13
C 12.71 -6.82 26.61
H 11.83 -5.92 23.94
H 12.71 -4.46 24.12
H 11.56 -4.85 25.34
H 13.28 -7.67 24.07
H 14.52 -7.88 25.23
H 14.52 -5.87 22.91
H 15.48 -7.36 23.03
H 16.77 -5.30 23.58
H 16.72 -6.44 24.92
H 14.78 -3.80 23.28
H 15.89 -2.75 24.06
H 14.23 -2.95 24.68
H 16.66 -4.75 27.06
H 16.55 -3.15 26.47
H 17.61 -4.26 25.59
H 11.80 -7.30 26.27
H 12.40 -6.14 27.41
H 13.36 -7.59 27.04
C 9.85 -5.08 28.26
C 10.66 -4.00 28.98
C 10.07 -3.73 30.36
O 12.03 -4.47 29.11
H 10.01 -6.08 28.66
H 10.02 -5.03 27.18
H 8.78 -4.85 28.34
H 10.71 -3.12 28.34
H 9.89 -4.71 30.82
H 9.11 -3.21 30.28
H 10.73 -3.17 31.01
H 11.93 -5.31 29.58
C 18.18 -2.87 28.89
C 16.94 -2.18 29.43
C 17.15 -0.69 29.61
O 15.83 -2.45 28.54
H 18.03 -3.94 28.72
H 18.99 -2.83 29.62
H 18.51 -2.45 27.94
H 16.66 -2.65 30.37
H 18.12 -0.56 30.08
H 16.35 -0.19 30.15
H 17.17 -0.18 28.64
H 15.93 -1.95 27.72
C 11.88 -1.82 25.99
C 13.03 -1.27 26.82
C 13.03 0.24 26.86
O 12.93 -1.78 28.19
H 11.78 -2.90 26.17
H 12.15 -1.68 24.95
H 10.92 -1.35 26.22
H 13.97 -1.66 26.44
H 13.89 0.66 27.38
H 12.13 0.62 27.34
H 13.00 0.66 25.85
H 12.12 -1.42 28.57
C 15.09 -6.38 29.04
O 15.17 -5.06 29.61
H 14.74 -7.10 29.78
H 14.45 -6.32 28.16
H 16.08 -6.68 28.71
H 15.99 -4.95 30.09
C 14.00 -1.53 31.19
O 13.62 -2.87 30.81
H 14.27 -0.99 30.29
H 13.15 -1.04 31.66
H 14.81 -1.56 31.92
H 13.16 -3.27 31.56
```

## Properties
HOMO level (alpha / beta) in eV: -8.961 / -8.817
Net charge: +1
Spin multiplicity: 3
Orbital gap (alpha / beta) in hartree: 0.2421 / 0.2369

---

Most stable structure, least stable structure: <two>, <one>.

---

<one>
Entry from the OMol25 dataset: a 5-piece molecular cluster, C5H20N10O5 overall (ωB97M-V with the def2-TZVPD basis set).

The geometry in XYZ format:
```
40
C5H20N10O5 (ωB97M-V with the def2-TZVPD basis set)
N 2.39 3.02 0.82
C 3.29 3.11 1.81
N 3.13 2.31 2.86
O 4.24 3.87 1.72
H 1.89 2.15 0.72
H 2.62 3.61 0.03
H 2.29 1.77 2.70
H 3.81 2.19 3.59
N -1.13 -0.09 0.60
C -0.13 0.74 0.40
N -0.52 1.92 -0.08
O 1.00 0.56 0.75
H -2.07 0.23 0.45
H -0.85 -1.02 0.88
H -1.45 2.30 -0.18
H 0.10 2.69 -0.29
N -2.74 -3.65 -0.24
C -3.32 -2.76 -0.88
N -3.78 -1.82 -0.16
O -3.53 -2.86 -2.05
H -2.29 -4.43 -0.70
H -2.46 -3.37 0.69
H -3.90 -0.93 -0.63
H -3.58 -1.83 0.83
N -1.14 1.12 -3.08
C -2.32 0.56 -3.12
N -2.65 0.32 -4.32
O -2.96 0.39 -2.14
H -0.92 1.47 -4.00
H -0.78 1.28 -2.15
H -3.66 0.30 -4.30
H -2.13 0.33 -5.19
N 3.65 -0.96 2.24
C 3.15 -2.13 2.01
N 2.09 -1.98 1.30
O 3.58 -3.16 2.62
H 3.35 -0.29 1.55
H 4.37 -0.97 2.94
H 1.72 -1.13 0.92
H 1.64 -2.84 1.04
```

## Properties
HOMO level in eV: -9.318
Net charge: 0
SMILES: NC(N)=O.NC(N)=O.NC(N)=O.NC(N)=O.NC(N)=O
Orbital gap in hartree: 0.3404

---

<two>
Entry from the OMol25 dataset: a 5-piece molecular cluster, C5H20N10O5 overall (ωB97M-V with the def2-TZVPD basis set).

The geometry in XYZ format:
```
40
C5H20N10O5 (ωB97M-V with the def2-TZVPD basis set)
N 2.04 -2.96 -3.72
C 1.57 -1.70 -3.97
N 2.13 -0.80 -3.05
O 0.77 -1.39 -4.82
H 1.60 -3.77 -4.12
H 2.73 -3.13 -3.03
H 2.90 -1.14 -2.51
H 2.01 0.19 -3.17
N 0.18 -0.97 -0.86
C -0.17 -0.16 0.14
N -1.33 -0.49 0.80
O 0.54 0.79 0.51
H 1.05 -0.81 -1.36
H -0.32 -1.83 -1.01
H -1.44 0.15 1.57
H -1.99 -1.15 0.43
N 2.77 1.55 2.37
C 3.84 1.46 1.57
N 3.51 1.28 0.29
O 5.01 1.61 1.96
H 2.86 1.52 3.37
H 1.84 1.41 2.00
H 2.52 1.22 0.08
H 4.21 1.24 -0.43
N -1.66 2.70 2.61
C -1.73 3.45 3.75
N -2.30 4.67 3.53
O -1.29 3.09 4.83
H -2.29 2.93 1.87
H -1.17 1.83 2.65
H -2.08 5.30 4.29
H -2.56 5.09 2.66
N -3.71 -2.18 -0.37
C -3.03 -2.25 -1.53
N -2.12 -3.28 -1.59
O -3.39 -1.65 -2.53
H -4.48 -1.54 -0.29
H -3.40 -2.85 0.31
H -2.14 -3.99 -0.88
H -1.51 -3.43 -2.37
```

## Properties
HOMO level in eV: -9.151
Net charge: 0
SMILES: NC(N)=O.NC(N)=O.NC(N)=O.NC(N)=O.NC(N)=O
Orbital gap in hartree: 0.3330

---

Most stable structure, least stable structure: <two>, <one>.

---

<one>
Entry from the OMol25 dataset: a 2-piece molecular cluster, C3H9NO overall (ωB97M-V with the def2-TZVPD basis set).

The geometry in XYZ format:
```
14
C3H9NO (ωB97M-V with the def2-TZVPD basis set)
O 1.45 3.17 -0.41
C 1.23 3.14 -1.61
H 0.40 3.81 -1.93
H 1.98 2.70 -2.33
C 0.27 -1.95 0.28
C -0.53 -1.01 1.21
N -1.79 -0.63 0.64
H 0.24 -3.02 0.55
H 0.14 -1.77 -0.84
H 1.33 -1.84 0.28
H -0.59 -1.54 2.18
H 0.10 -0.07 1.39
H -1.86 0.27 0.39
H -2.37 -1.26 0.19
```

## Properties
HOMO level (alpha / beta) in eV: -12.961 / -12.961
Net charge: +1
Spin multiplicity: 2
Orbital gap (alpha / beta) in hartree: 0.3452 / 0.1467

---

<two>
Entry from the OMol25 dataset: a 2-piece molecular cluster, C3H9NO overall (ωB97M-V with the def2-TZVPD basis set).

The geometry in XYZ format:
```
14
C3H9NO (ωB97M-V with the def2-TZVPD basis set)
C -0.79 -1.95 0.42
C 0.39 -1.33 -0.29
C 1.05 0.82 -1.15
N 0.27 0.10 -0.50
H -0.89 -3.03 0.49
H -0.91 -1.57 1.44
H -1.72 -1.59 -0.05
H 0.43 -1.79 -1.29
H 1.34 -1.61 0.16
H 1.56 0.49 -2.06
H 1.06 1.90 -1.03
H -0.25 2.90 1.14
H -0.03 1.38 1.02
O -0.71 2.05 1.14
```

## Properties
HOMO level (alpha / beta) in eV: -15.901 / -15.719
Net charge: +1
Spin multiplicity: 2
Orbital gap (alpha / beta) in hartree: 0.3701 / 0.2485

---

Most stable structure, least stable structure: <two>, <one>.